81
Properties=species:S:1:pos:R:3:forces:R:3 method="wB97M-V/def2-TZVPD" energy_ha=-6288.29402 charge=+1 multiplicity=1
C -1.02466 -6.23823 1.40405 0.0 -0.1 -0.1
C -0.43250 -5.01905 0.71869 -0.2 -0.3 0.2
C -0.35361 -3.77343 1.59273 0.4 0.0 0.0
Br -1.80273 -3.52584 2.86961 -0.3 -0.1 0.0
C 0.02533 -2.50395 0.81574 -0.1 0.6 0.4
C -0.87458 -2.24066 -0.39700 0.1 -0.1 0.5
C -2.36784 -2.13201 -0.06391 -0.6 -0.1 -0.1
N -2.99561 -3.44164 -0.14814 0.2 0.0 0.1
N -0.35692 -1.05375 -1.25543 0.6 -0.4 -0.3
Cl 1.19521 -1.65701 -1.90771 -0.2 0.1 0.2
C -1.21831 -0.82827 -2.52098 0.3 -0.8 -0.7
I -2.09043 -2.64825 -3.25043 -0.8 -0.3 0.3
C -0.53354 -0.16595 -3.73668 -0.7 0.3 -0.1
C -1.58193 0.71877 -4.40885 0.0 0.0 0.0
I 0.16701 -1.44760 -5.28966 1.1 0.3 -0.5
C -0.09541 0.22098 -0.35717 -0.1 0.9 0.5
C 0.69277 1.36613 -1.01186 -0.1 0.1 -0.6
C -0.01337 2.46478 -1.82309 -0.1 0.1 -0.1
C 0.40364 3.85793 -1.33233 -0.2 0.1 -0.2
C -0.52033 5.03791 -1.65431 0.1 0.2 0.4
S -1.36248 4.90796 -3.19262 -0.1 -0.6 0.1
O -2.57882 4.16841 -3.00874 0.4 0.2 -0.3
O -0.40812 4.54797 -4.19757 -0.3 0.0 -0.1
Cl -1.85651 6.84274 -3.46434 -0.2 0.3 -0.2
C -1.44159 0.70696 0.19910 -0.1 -0.2 -0.1
C -1.41285 2.02807 0.98359 -0.4 0.0 0.2
C -2.04233 1.82272 2.34776 -0.2 0.1 -0.1
O -2.17036 2.95829 0.21199 0.3 -0.3 -0.3
C 0.72109 -0.16943 0.89184 0.1 -0.6 0.1
C 2.26052 -0.28891 0.72759 0.0 0.0 0.2
C 2.96295 0.78524 1.53685 -0.4 1.1 -0.3
O 2.53658 1.93539 1.54600 0.5 -1.5 0.3
N 4.12080 0.33366 2.23394 -0.3 0.9 0.2
C 5.32637 0.75661 1.47458 0.1 -0.4 -0.1
C 4.11175 0.94994 3.57778 0.5 -0.1 -0.1
N 0.09542 -1.28607 1.63696 0.9 -0.6 -0.3
P 0.72635 -1.28383 3.21878 -0.7 0.7 0.8
O 0.17611 -0.17892 4.03400 0.2 -0.1 -0.3
H -0.76511 -7.12691 0.83861 0.1 -0.1 -0.1
H -2.10763 -6.18495 1.42151 -0.1 0.1 0.2
H -0.64440 -6.36310 2.41262 0.0 0.0 0.2
H -1.00984 -4.83639 -0.17576 0.0 0.0 -0.2
H 0.59732 -5.26780 0.46808 0.2 0.2 -0.3
H 0.50285 -3.96231 2.23215 0.0 0.1 0.4
H 1.02803 -2.75980 0.46788 0.1 0.0 -0.4
H -0.70725 -3.11153 -1.01538 -0.3 0.1 -0.4
H -2.51030 -1.72746 0.92817 0.1 -0.1 0.2
H -2.86845 -1.43391 -0.72646 0.0 0.2 -0.1
H -3.58315 -3.60932 0.65073 -0.1 -0.1 0.2
H -3.53921 -3.53378 -0.98947 -0.1 -0.1 -0.1
H -2.09512 -0.24607 -2.28983 0.1 0.2 0.6
H 0.31980 0.43240 -3.47773 0.3 0.1 0.4
H -2.25681 0.12082 -5.01099 -0.1 -0.1 -0.1
H -1.09297 1.44194 -5.04782 0.0 0.1 -0.2
H -2.18450 1.24947 -3.68279 0.0 0.4 0.2
H 1.16933 1.86935 -0.17729 0.1 -0.1 0.2
H 1.52478 0.97855 -1.58990 0.1 -0.2 -0.1
H -1.09275 2.38305 -1.82040 -0.2 -0.1 0.1
H 0.30019 2.41990 -2.85616 -0.1 -0.2 -0.4
H 1.36683 4.10090 -1.76987 0.3 -0.1 0.1
H 0.50315 3.84912 -0.25159 0.1 0.1 0.2
H 0.05091 5.95673 -1.73070 0.2 0.1 0.0
H -1.28862 5.20059 -0.90710 -0.2 -0.1 0.0
H -1.79608 -0.03725 0.89299 0.0 -0.1 0.1
H -2.21158 0.80921 -0.55698 0.0 0.2 -0.2
H -0.40324 2.40272 1.15790 0.2 0.1 -0.3
H -1.38096 1.28801 3.02254 0.1 -0.1 0.1
H -2.27758 2.78694 2.78991 0.0 0.2 0.2
H -2.97416 1.27335 2.24891 -0.2 -0.1 0.0
H -2.33639 3.72344 0.75723 -0.2 0.4 0.3
H 0.57807 0.66641 1.56771 -0.1 0.4 -0.2
H 2.63028 -1.24666 1.07107 0.0 -0.2 0.0
H 2.62003 -0.18451 -0.28839 -0.1 0.1 -0.2
H 5.07460 1.36992 0.61437 -0.1 0.1 -0.1
H 5.88263 -0.10631 1.12724 0.1 -0.2 0.0
H 5.97633 1.35078 2.10585 0.1 0.1 0.1
H 4.21509 2.03106 3.53495 -0.1 0.2 0.0
H 4.96382 0.55621 4.12040 0.1 -0.1 0.1
H 3.20790 0.68400 4.11143 -0.2 0.0 0.1
H 0.50843 -2.55800 3.72523 0.1 -0.2 -0.1
H 2.11866 -1.17648 3.09641 0.1 -0.2 -0.1

---

76
Properties=species:S:1:pos:R:3:forces:R:3 method="wB97M-V/def2-TZVPD" energy_ha=-5068.25721 charge=-1 multiplicity=1
C 1.51559 2.37996 6.01741 0.1 -0.1 -0.1
C 1.95431 3.18427 4.79277 0.1 0.0 0.1
C 0.86225 3.26190 3.72982 -0.1 0.0 0.1
C 1.25134 4.01506 2.45236 -0.1 -0.1 0.0
C 2.42737 3.41047 1.66255 0.2 0.0 0.0
C 2.03004 2.70957 0.35813 0.0 0.2 0.0
C 0.99335 1.57723 0.47330 -0.2 -0.1 0.3
C 1.57571 0.16802 0.29833 -0.1 0.0 -0.9
I 2.45121 -0.27476 2.42844 0.1 -0.1 0.3
O 2.58876 0.23336 -0.55761 -0.2 0.1 0.3
P 3.20343 -1.29479 -1.17743 0.6 -0.2 0.5
N 4.64550 -0.43288 -1.70392 -0.4 0.0 -0.2
Cl 2.16960 -0.60328 -3.25274 0.1 0.0 -0.4
C 3.71056 -2.93606 -1.90911 -0.3 -0.2 0.1
C 5.12543 -3.33894 -1.54304 0.2 0.0 0.0
C 5.27928 -3.90650 -0.13201 0.0 0.0 0.0
F 5.54608 -4.34792 -2.45816 0.0 -0.1 0.0
O 1.67811 -1.92122 -0.77000 0.1 0.1 0.0
C 0.69205 -1.09639 -0.18778 0.2 -0.1 -0.1
C -0.32411 -0.71434 -1.30443 0.0 0.2 0.0
O -1.66082 -1.05294 -0.97730 0.0 -0.1 0.1
C -2.31372 -1.85595 -1.95310 0.1 0.1 -0.1
C -3.58523 -2.42567 -1.33061 0.0 -0.2 0.0
C 0.06861 -2.01342 0.88828 0.0 -0.1 0.3
Br -0.19772 -3.80217 0.07645 -0.1 -0.2 0.0
C -1.21865 -1.75630 1.71140 0.0 -0.1 0.1
C -1.81311 -0.36279 1.88401 0.2 0.2 0.1
H 0.61005 2.79816 6.46724 0.0 0.0 0.0
H 2.29396 2.35884 6.78676 -0.1 0.0 -0.1
H 1.31212 1.34282 5.73138 0.0 0.1 0.0
H 2.84964 2.71506 4.37125 -0.1 0.1 0.0
H 2.23963 4.19899 5.09970 0.0 0.0 -0.1
H -0.01339 3.75093 4.17948 0.0 -0.1 -0.1
H 0.55411 2.24081 3.47956 0.0 0.0 0.0
H 1.47225 5.05455 2.72106 0.0 0.0 0.0
H 0.37274 4.04791 1.79403 0.1 0.1 0.1
H 3.12673 4.20991 1.39024 0.0 -0.1 0.0
H 2.99588 2.72299 2.29521 -0.1 0.0 -0.1
H 2.92463 2.33160 -0.13783 -0.1 0.1 0.1
H 1.61606 3.47624 -0.30980 0.0 -0.1 0.1
H 0.48495 1.64349 1.42836 -0.2 -0.1 0.1
H 0.22848 1.72320 -0.28786 0.0 -0.1 -0.1
H 3.74676 -1.57204 0.09009 0.0 0.0 0.0
H 4.84920 -0.72468 -2.65574 0.0 0.0 0.0
H 4.40905 0.54884 -1.79360 0.1 0.1 0.1
H 3.58365 -2.94997 -2.99228 0.1 0.2 0.1
H 3.01680 -3.66830 -1.48174 0.0 0.0 -0.2
H 5.83064 -2.52489 -1.70411 -0.1 0.0 0.0
H 6.12387 -3.46797 0.40264 0.0 0.0 -0.1
H 5.44184 -4.98547 -0.21348 -0.1 0.1 0.0
H 4.38148 -3.73285 0.46294 0.0 0.0 0.0
H 0.01913 -1.23112 -2.20088 -0.1 0.0 0.1
H -0.28768 0.35047 -1.52352 0.1 0.1 -0.1
H -1.62606 -2.64699 -2.27532 -0.1 0.0 0.0
H -2.56203 -1.24360 -2.82786 0.0 0.0 0.0
H -3.65824 -2.08591 -0.29607 0.0 0.0 0.0
H -3.57412 -3.51915 -1.32512 0.0 0.1 0.0
H -4.47094 -2.10430 -1.87642 0.0 0.0 0.0
H 0.89164 -2.23664 1.55601 0.0 0.0 0.0
H -1.00108 -2.14216 2.71522 -0.1 -0.1 -0.1
H -1.99843 -2.39676 1.30286 0.1 0.1 0.0
H -2.85126 -0.46619 2.22000 0.1 0.0 0.0
H -1.84001 0.19822 0.95391 0.1 0.0 0.0
H -1.28780 0.20966 2.64868 0.1 0.1 0.0
O -5.06355 -1.11514 -4.16683 -0.1 -0.1 -0.2
C -5.69140 -0.17419 -3.78803 0.0 0.1 0.1
O -5.15419 0.76180 -2.96850 0.0 0.0 0.0
C -6.14198 1.72371 -2.57823 0.0 0.0 0.0
C -7.21922 1.65465 -3.65960 0.1 0.0 0.0
C -7.13865 0.18884 -4.07724 0.1 0.1 0.0
H -6.52648 1.43999 -1.59574 0.0 0.0 0.0
H -5.64992 2.68971 -2.49959 0.0 0.0 0.0
H -8.19661 1.96837 -3.29935 0.0 0.0 0.0
H -6.94114 2.29506 -4.49750 0.0 0.0 0.0
H -7.76858 -0.45424 -3.45914 0.0 0.0 0.0
H -7.36776 -0.00580 -5.12125 0.0 0.0 0.0

---

72
Properties=species:S:1:pos:R:3:forces:R:3 method="wB97M-V/def2-TZVPD" energy_ha=-3922.42574 charge=-1 multiplicity=1
C 0.69816 0.03998 4.61852 0.0 0.0 0.0
C -0.64924 -0.59624 4.22785 0.0 -0.1 0.3
C -1.73832 0.44741 4.03401 0.3 0.0 0.0
Br -3.38321 -0.58310 3.60041 -0.2 -0.1 0.0
In -1.32063 2.06302 2.50718 -0.2 0.2 -0.2
C 0.24066 1.42119 1.05092 0.0 0.0 -0.1
C 0.47301 -0.06602 0.95173 0.0 -0.1 0.0
C -0.71933 -0.80190 0.31757 -0.1 0.0 0.1
O 1.67701 -0.35431 0.16845 0.1 -0.1 0.1
H 1.03475 -0.30858 5.59891 0.0 0.0 -0.1
H 1.48778 -0.20775 3.90496 -0.1 0.1 0.0
H 0.61684 1.13050 4.66550 0.0 -0.1 0.0
H -0.95538 -1.30433 5.01373 0.1 0.0 -0.1
H -0.55415 -1.19079 3.31625 0.0 0.1 0.0
H -1.98057 0.89400 5.00219 0.0 0.0 -0.1
H -0.80944 3.51999 3.38551 0.1 -0.1 0.1
H -2.83407 2.37002 1.63083 0.0 -0.1 0.1
H 1.18577 1.93097 1.26885 -0.1 -0.1 0.1
H -0.10634 1.78853 0.07467 0.1 0.0 0.1
H 0.67195 -0.48513 1.94105 0.0 0.1 -0.1
H -0.45932 -1.08071 -0.70678 0.0 0.0 0.1
H -1.60710 -0.16453 0.29424 0.0 0.0 0.0
H -0.99238 -1.71161 0.86303 0.1 0.0 -0.1
H 2.16656 -1.03236 0.64702 -0.1 0.0 -0.1
C -7.55165 -3.66018 1.12466 0.0 0.0 0.0
C -7.12499 -3.83239 2.57655 0.0 0.0 0.0
C -5.68646 -3.36694 2.82877 -0.1 -0.1 0.0
C -4.72014 -4.14415 2.05290 0.2 0.1 -0.1
N -3.95916 -4.75573 1.44625 -0.1 0.0 0.1
H -6.92976 -4.26107 0.45957 0.0 0.0 0.0
H -8.58842 -3.96780 0.98501 0.0 0.0 0.0
H -7.46404 -2.61776 0.81362 0.0 0.0 0.0
H -7.22110 -4.87936 2.87250 0.0 0.0 0.0
H -7.78266 -3.25466 3.22863 0.0 0.0 0.0
H -5.41916 -3.47268 3.88106 0.0 0.1 0.0
H -5.56907 -2.31200 2.57338 0.1 0.0 0.0
C -0.01342 -6.49549 3.25939 0.0 0.0 0.0
C -0.58336 -5.58033 4.33496 0.0 0.0 0.0
C -0.60119 -4.10827 3.91350 0.0 0.0 0.0
C 0.74020 -3.59560 3.63393 0.1 0.1 -0.1
N 1.79390 -3.20434 3.39248 -0.1 -0.1 0.1
H 1.02540 -6.24323 3.04111 0.0 0.0 0.0
H -0.04667 -7.53805 3.57767 0.0 0.0 0.0
H -0.58235 -6.40759 2.33204 0.0 0.0 0.0
H -0.00704 -5.68153 5.25731 0.0 0.0 0.0
H -1.60921 -5.87271 4.56661 0.0 0.0 0.0
H -1.04205 -3.47700 4.68543 0.0 0.0 0.0
H -1.20284 -3.97226 3.01104 0.0 0.0 0.0
C 2.73410 1.68654 -2.19145 0.0 0.0 -0.1
C 3.34024 1.81679 -3.58157 0.0 0.0 0.1
C 3.57145 3.26579 -4.02474 0.0 -0.1 0.0
C 2.33540 4.03893 -4.14097 -0.1 0.1 -0.1
N 1.37711 4.65714 -4.28650 0.1 -0.1 0.0
H 1.74300 2.13932 -2.13533 0.0 0.0 0.0
H 2.62317 0.64294 -1.90294 0.0 0.0 0.0
H 3.36173 2.16853 -1.43931 0.0 0.0 0.0
H 2.70450 1.31855 -4.31728 0.0 0.0 0.0
H 4.30930 1.31325 -3.60827 0.0 0.0 0.0
H 4.05360 3.29931 -5.00310 0.1 0.0 0.0
H 4.23523 3.78102 -3.32831 0.0 0.0 0.0
C 3.39951 4.93067 -7.83379 0.0 0.0 0.0
C 3.68905 6.39954 -7.55944 0.0 0.0 0.0
C 5.17901 6.67995 -7.31973 -0.1 0.0 0.0
C 5.68777 5.95064 -6.15897 0.1 -0.1 0.1
N 6.08210 5.36093 -5.25531 -0.1 0.1 -0.1
H 3.67513 4.31083 -6.98019 0.0 0.0 0.0
H 2.33820 4.77622 -8.02316 0.0 0.0 0.0
H 3.95540 4.57434 -8.70401 0.0 0.0 0.0
H 3.12047 6.73265 -6.68967 0.0 0.0 0.0
H 3.36533 7.00889 -8.40526 0.0 0.0 0.0
H 5.34899 7.74377 -7.14731 0.0 0.0 0.0
H 5.77241 6.38633 -8.18830 0.0 0.0 0.0

---

Calculated maximum force in order - 1.647, 0.871, 0.370 eV/Å
Calculated HOMO-LUMO gap in order - 7.61, 7.75, 6.88 eV